1.
{"formula": "C40H50AsBr4O6S2ScSi", "method": "ωB97M-V/def2-TZVPD", "species": ["Sc", "Br", "C", "C", "Br", "C", "Br", "C", "O", "C", "O", "C", "Br", "C", "C", "C", "C", "O", "Si", "S", "O", "C", "C", "C", "C", "O", "C", "C", "C", "C", "H", "H", "H", "H", "H", "H", "H", "H", "H", "H", "H", "H", "H", "H", "H", "H", "H", "H", "H", "H", "H", "H", "H", "H", "H", "H", "H", "C", "C", "C", "C", "C", "C", "As", "C", "C", "C", "C", "C", "C", "C", "C", "C", "C", "C", "C", "H", "H", "H", "H", "H", "H", "H", "H", "H", "H", "H", "H", "H", "H", "H", "O", "S", "C", "C", "C", "C", "H", "H", "H", "H", "H", "H", "H", "H"], "xyz": [[0.043, 0.515, -0.715], [-2.549, 6.877, -0.707], [-1.620, 5.308, -1.198], [-0.568, 5.358, -2.105], [-0.014, 7.005, -2.843], [0.093, 4.178, -2.472], [1.533, 4.154, -3.684], [-0.275, 2.959, -1.923], [0.295, 1.794, -2.217], [-1.303, 2.918, -0.954], [-1.561, 1.719, -0.425], [-1.988, 4.078, -0.635], [-3.442, 3.906, 0.557], [-1.446, 1.467, 2.533], [-0.120, 0.756, 2.724], [-0.339, -0.728, 2.975], [0.632, 1.411, 3.877], [0.657, 0.885, 1.476], [2.354, 0.875, 1.370], [2.685, 0.528, -0.632], [2.976, 2.246, 1.995], [3.066, 3.585, 1.466], [1.849, 3.915, 0.609], [4.342, 3.689, 0.643], [3.131, 4.502, 2.676], [2.804, -0.317, 2.403], [4.102, -0.621, 2.929], [4.093, -2.121, 3.194], [4.294, 0.152, 4.229], [5.196, -0.266, 1.927], [-1.992, 1.456, 3.479], [-2.060, 0.992, 1.772], [-1.287, 2.505, 2.240], [-0.914, -0.867, 3.892], [0.621, -1.239, 3.077], [-0.905, -1.170, 2.152], [0.020, 1.326, 4.776], [0.799, 2.469, 3.673], [1.593, 0.934, 4.063], [1.833, 3.287, -0.283], [1.884, 4.956, 0.283], [0.923, 3.762, 1.170], [4.303, 2.997, -0.199], [5.207, 3.444, 1.264], [4.467, 4.702, 0.256], [2.215, 4.419, 3.266], [3.248, 5.539, 2.361], [3.977, 4.226, 3.308], [3.269, -2.378, 3.862], [5.031, -2.435, 3.655], [3.964, -2.664, 2.253], [3.531, -0.135, 4.955], [4.214, 1.223, 4.041], [5.276, -0.065, 4.656], [5.039, -0.793, 0.985], [6.171, -0.542, 2.332], [5.201, 0.808, 1.721], [-5.407, 1.279, -4.667], [-5.256, -0.100, -4.761], [-4.304, -0.751, -3.990], [-3.497, -0.024, -3.121], [-3.642, 1.357, -3.036], [-4.601, 2.005, -3.803], [-2.140, -0.876, -2.027], [-1.877, -2.583, -2.918], [-2.747, -3.666, -2.821], [-2.463, -4.854, -3.482], [-1.316, -4.964, -4.260], [-0.457, -3.880, -4.383], [-0.735, -2.699, -3.708], [-3.153, -1.341, -0.434], [-4.030, -0.397, 0.094], [-4.650, -0.625, 1.315], [-4.394, -1.792, 2.022], [-3.511, -2.731, 1.507], [-2.886, -2.503, 0.289], [-6.147, 1.786, -5.272], [-5.880, -0.671, -5.437], [-4.193, -1.826, -4.074], [-3.006, 1.932, -2.371], [-4.707, 3.080, -3.726], [-3.652, -3.581, -2.232], [-3.145, -5.691, -3.401], [-1.100, -5.889, -4.780], [0.428, -3.953, -5.004], [-0.068, -1.849, -3.810], [-4.219, 0.528, -0.437], [-5.327, 0.118, 1.716], [-4.878, -1.967, 2.974], [-3.306, -3.642, 2.056], [-2.189, -3.232, -0.102], [0.212, -1.590, -0.324], [1.420, -2.391, 0.194], [2.231, -2.987, -1.328], [1.927, -4.477, -1.477], [0.564, -4.707, -0.822], [0.680, -4.011, 0.526], [3.286, -2.723, -1.295], [1.749, -2.393, -2.104], [2.687, -5.071, -0.964], [1.936, -4.765, -2.529], [0.333, -5.766, -0.709], [-0.228, -4.247, -1.417], [1.364, -4.534, 1.200], [-0.255, -3.818, 1.050]], "homo_lumo_gap_ev": 7.33, "homo_energy_ev": -7.284}

2.
{"formula": "C27H78N2O31P7Ti", "method": "ωB97M-V/def2-TZVPD", "species": ["Ti", "N", "O", "O", "O", "C", "O", "P", "O", "O", "C", "O", "C", "H", "H", "H", "H", "H", "H", "H", "H", "H", "C", "O", "P", "O", "O", "C", "O", "C", "H", "H", "H", "H", "H", "H", "H", "H", "H", "C", "O", "P", "O", "O", "C", "O", "C", "H", "H", "H", "H", "H", "H", "H", "H", "H", "C", "O", "P", "O", "O", "C", "O", "C", "H", "H", "H", "H", "H", "H", "H", "H", "H", "C", "O", "P", "O", "O", "C", "O", "C", "H", "H", "H", "H", "H", "H", "H", "H", "H", "C", "O", "P", "O", "O", "C", "O", "C", "H", "H", "H", "H", "H", "H", "H", "H", "H", "C", "O", "P", "O", "O", "C", "O", "C", "H", "H", "H", "H", "H", "H", "H", "H", "H", "C", "C", "N", "C", "C", "C", "C", "H", "H", "H", "H", "H", "H", "H", "H", "H", "H", "H", "H", "H", "H", "H"], "xyz": [[15.263, 16.325, 13.280], [12.584, 17.178, 13.727], [11.441, 17.599, 13.808], [13.502, 17.959, 13.533], [12.857, 15.987, 13.967], [18.055, 18.403, 8.956], [17.832, 17.862, 10.206], [16.826, 18.718, 11.158], [16.633, 18.042, 12.471], [17.535, 20.206, 11.307], [17.096, 21.019, 12.436], [15.558, 18.999, 10.154], [14.312, 19.468, 10.664], [17.589, 19.344, 8.661], [17.777, 17.594, 8.280], [19.132, 18.566, 8.913], [16.110, 20.718, 12.790], [17.072, 22.060, 12.115], [17.782, 20.974, 13.282], [14.494, 19.944, 11.628], [13.657, 18.623, 10.878], [13.773, 20.105, 9.963], [15.300, 13.632, 16.498], [16.510, 13.246, 15.876], [16.652, 13.195, 14.228], [16.717, 14.562, 13.585], [17.938, 12.291, 13.937], [19.181, 12.635, 14.426], [15.368, 12.279, 13.750], [14.997, 11.020, 14.334], [14.900, 12.804, 17.084], [14.549, 14.115, 15.872], [15.651, 14.418, 17.166], [19.676, 11.715, 14.734], [19.089, 13.239, 15.329], [19.777, 13.110, 13.648], [14.868, 10.292, 13.533], [14.018, 11.140, 14.798], [15.732, 10.667, 15.056], [24.114, 15.653, 13.473], [22.692, 15.537, 13.643], [21.843, 16.655, 14.417], [22.127, 18.071, 14.102], [20.285, 16.125, 14.130], [19.163, 17.015, 14.055], [22.053, 16.136, 15.981], [21.581, 16.984, 17.064], [24.417, 16.678, 13.684], [24.142, 15.487, 12.396], [24.615, 14.838, 13.996], [19.329, 18.064, 14.299], [18.377, 16.655, 14.719], [18.777, 17.032, 13.036], [21.076, 16.358, 17.799], [20.865, 17.754, 16.775], [22.452, 17.467, 17.509], [13.283, 16.878, 17.380], [14.195, 17.930, 17.292], [15.732, 17.674, 16.755], [15.902, 17.076, 15.413], [16.354, 19.132, 17.034], [16.690, 19.880, 15.908], [16.301, 16.779, 18.003], [17.586, 16.285, 17.887], [13.144, 16.572, 18.417], [13.598, 15.978, 16.851], [12.292, 17.053, 16.961], [16.093, 19.586, 15.044], [17.727, 19.656, 15.656], [16.624, 20.935, 16.171], [18.273, 16.862, 18.506], [18.122, 16.303, 16.938], [17.641, 15.209, 18.056], [12.332, 20.124, 15.963], [12.005, 21.480, 16.318], [13.108, 22.338, 17.184], [14.430, 22.388, 16.562], [12.397, 23.747, 17.530], [12.423, 24.806, 16.586], [12.953, 21.606, 18.617], [13.769, 20.525, 19.025], [13.353, 19.789, 16.142], [12.124, 19.887, 14.920], [11.743, 19.462, 16.598], [12.923, 24.504, 15.666], [12.923, 25.619, 17.111], [11.428, 25.205, 16.384], [13.201, 19.610, 19.199], [14.380, 20.802, 19.883], [14.526, 20.251, 18.290], [11.622, 13.073, 13.194], [10.954, 12.119, 12.404], [11.352, 10.560, 12.612], [11.547, 10.044, 13.991], [12.630, 10.416, 11.633], [13.339, 9.125, 11.538], [10.194, 9.858, 11.786], [8.826, 9.958, 12.120], [10.978, 13.920, 13.431], [12.491, 13.412, 12.629], [11.998, 12.624, 14.114], [13.170, 8.540, 12.441], [14.422, 9.225, 11.455], [12.996, 8.612, 10.639], [8.615, 10.399, 13.094], [8.452, 8.934, 12.136], [8.205, 10.408, 11.346], [14.782, 12.802, 10.593], [14.534, 13.783, 9.564], [13.902, 15.255, 9.888], [14.688, 15.963, 10.947], [13.919, 16.009, 8.466], [15.046, 16.320, 7.779], [12.329, 14.950, 10.175], [11.481, 15.968, 10.651], [14.475, 13.097, 11.596], [15.839, 12.537, 10.560], [14.303, 11.837, 10.433], [15.926, 15.756, 8.088], [15.218, 17.375, 7.993], [14.985, 16.287, 6.691], [10.765, 16.362, 9.929], [12.114, 16.764, 11.046], [10.873, 15.582, 11.470], [18.900, 13.153, 7.491], [18.745, 12.238, 8.721], [19.533, 12.670, 9.877], [19.500, 14.044, 10.263], [18.035, 14.472, 10.603], [20.902, 12.286, 9.682], [21.824, 12.436, 10.916], [18.511, 14.118, 7.816], [18.313, 12.840, 6.628], [19.939, 13.357, 7.234], [17.721, 12.212, 9.092], [18.939, 11.246, 8.315], [20.034, 14.197, 11.201], [19.974, 14.700, 9.534], [17.640, 13.809, 11.372], [17.952, 15.463, 11.049], [17.318, 14.473, 9.781], [21.419, 12.904, 8.948], [20.913, 11.223, 9.442], [22.782, 11.918, 10.895], [21.294, 12.157, 11.827], [22.093, 13.480, 11.077]], "s_squared": 3.7527, "homo_lumo_gap_ev": [3.72, 8.84], "homo_energy_ev": [-3.181, -8.319], "spin_multiplicity": 4}

3.
{"formula": "C4H8N2S2", "method": "ωB97M-V/def2-TZVPD", "species": ["H", "N", "C", "C", "C", "S", "C", "N", "S", "H", "H", "H", "H", "H", "H", "H"], "xyz": [[-0.593, -2.501, 1.106], [-1.059, -1.610, 1.466], [-0.476, -0.641, 0.931], [-1.018, 0.846, 1.198], [-0.156, 1.619, 0.160], [-1.077, 1.919, -1.372], [1.086, 0.727, -0.051], [0.658, -0.600, 0.165], [1.427, -2.035, -0.405], [-2.098, 0.843, 0.852], [-0.818, 1.142, 2.215], [0.148, 2.621, 0.509], [-1.329, 0.643, -1.473], [1.464, 0.734, -1.097], [1.891, 1.037, 0.669], [1.921, -2.504, 0.808]], "homo_lumo_gap_ev": 9.56, "homo_energy_ev": -9.016, "smiles": "[H]/N=C1/C[C@H](S)CN1S"}

4.
{"formula": "C7H13N2O4", "method": "ωB97M-V/def2-TZVPD", "species": ["C", "C", "C", "C", "C", "C", "C", "N", "N", "O", "O", "O", "O", "H", "H", "H", "H", "H", "H", "H", "H", "H", "H", "H", "H", "H"], "xyz": [[0.512, -0.596, 0.169], [-0.478, -0.088, -0.777], [0.893, 1.627, 1.063], [1.997, -2.313, 0.872], [0.117, -1.598, -2.578], [-0.014, 1.896, 3.279], [-2.452, 1.525, -2.196], [0.902, 0.214, 1.143], [-1.142, 0.903, -0.275], [0.933, -1.835, 0.054], [-0.723, -0.617, -1.983], [0.566, 2.317, 2.037], [-2.076, 1.635, -0.824], [2.842, -1.622, 0.861], [2.300, -3.262, 0.435], [1.657, -2.494, 1.895], [1.167, -1.302, -2.549], [-0.213, -1.657, -3.614], [-0.015, -2.570, -2.101], [0.616, 2.276, 4.082], [-0.136, 0.816, 3.344], [-0.990, 2.377, 3.341], [-3.068, 2.405, -2.374], [-3.034, 0.618, -2.371], [-1.582, 1.542, -2.853], [1.423, -0.197, 1.919]], "homo_lumo_gap_ev": [8.04, 8.04], "homo_energy_ev": [-12.406, -12.406], "total_charge": 1}

5.
{"formula": "C3H3NO2Pd", "method": "ωB97M-V/def2-TZVPD", "species": ["C", "C", "O", "C", "N", "O", "H", "H", "H", "Pd"], "xyz": [[2.390, 0.575, 0.122], [1.328, -0.262, -0.335], [0.105, -0.940, -0.881], [-0.965, -0.451, 0.050], [-1.797, 0.784, -0.215], [-1.124, -1.153, 1.189], [2.938, 1.502, 0.629], [-1.139, 1.587, -0.422], [-2.268, 1.065, 0.680], [0.532, -2.708, -0.818]], "homo_lumo_gap_ev": 5.57, "homo_energy_ev": -19.937, "total_charge": 2}

6.
{"formula": "CH3Cl2FSi", "method": "ωB97M-V/def2-TZVPD", "species": ["C", "F", "Si", "Cl", "Cl", "H", "H", "H"], "xyz": [[0.946, -0.132, -0.590], [2.125, 0.301, -0.079], [-0.552, 0.543, 0.564], [-2.540, -1.981, -0.083], [-1.089, 2.374, 0.416], [0.906, 0.159, -1.656], [0.721, -1.180, -0.357], [-0.517, -0.084, 1.786]], "homo_lumo_gap_ev": 7.22, "homo_energy_ev": -9.292}